# 1
The following is a DFT calculation (the ωB97M-V functional and the def2-TZVPD basis) of 8 unconnected molecules or ions with the total composition C23H47Br14NOPS.

For the calculated total energy, the calculation gives -1028869.448 eV. Its spin multiplicity is 2. The HOMO-LUMO gap (alpha / beta) is 8.626 / 9.270 eV. The value obtained for the LUMO energy (alpha / beta) is 0.33 / 0.32 eV. The value obtained for the maximum force is 0.5 eV/A.

Geometry (Å):
Br -6.519 4.790 -4.082
Br -6.233 1.412 -1.600
Br 5.945 3.833 5.543
Br -9.368 5.840 -6.135
Br -0.750 1.198 -2.710
Br 7.800 -6.215 1.862
Br -8.200 1.144 -5.103
Br -9.880 2.414 -2.113
Br -7.193 -1.910 -2.769
Br -2.789 -1.308 -1.131
Br -1.120 4.667 1.376
Br 8.102 -2.576 1.560
Br 9.035 2.124 6.592
Br -0.314 5.047 -2.188
S 5.743 -0.445 4.583
P 3.976 -1.027 4.018
O 2.070 -2.637 -0.571
N 2.303 -2.837 0.668
C -10.529 2.348 -3.944
C 8.828 -4.976 2.953
C 1.088 -2.859 2.870
C 2.087 -0.704 1.921
C 3.582 -0.748 2.261
C -1.958 4.413 -1.358
C 8.310 2.377 4.806
C 0.113 -1.768 0.861
C 1.421 -2.052 1.598
C -6.634 -1.355 -0.990
C -7.173 0.008 -0.643
C 3.974 -4.040 2.146
C -10.089 1.098 -4.659
C 8.094 -3.679 3.159
C 4.458 -3.588 -0.242
C -0.747 -0.716 -3.039
C 4.360 -1.651 1.297
C 3.757 -3.027 0.997
C 7.664 3.727 4.644
C -6.801 4.572 -5.992
C -7.481 5.768 -6.602
C -2.138 -1.290 -2.962
C -2.282 5.171 -0.099
H -2.860 -0.709 -3.526
H 0.052 -2.673 3.150
H -0.318 -2.685 0.470
H -0.332 -0.862 -4.034
H -10.619 1.002 -5.603
H -8.222 0.110 -0.904
H -7.035 0.217 0.415
H 3.987 0.257 2.112
H 1.698 -2.593 3.730
H -2.173 6.243 -0.226
H 4.459 -4.934 1.756
H -10.238 0.205 -4.061
H 3.932 -4.467 -0.609
H -1.823 3.354 -1.166
H 1.957 -0.034 1.070
H 7.462 3.921 3.593
H -10.165 3.250 -4.428
H 7.053 -3.842 3.418
H 4.641 -3.637 2.907
H -5.550 -1.367 -1.002
H 2.921 -0.389 4.687
H -2.743 4.554 -2.097
H 1.172 -3.927 2.693
H -7.444 5.710 -7.687
H 0.276 -1.067 0.047
H 1.525 -0.258 2.747
H -7.044 6.704 -6.269
H -11.615 2.378 -3.881
H 8.571 -3.082 3.933
H -3.294 4.941 0.226
H -7.388 3.667 -6.110
H 9.778 -4.834 2.450
H 3.708 -2.365 4.301
H 9.154 2.279 4.128
H 4.421 -1.111 0.349
H 3.059 -4.366 2.621
H 4.530 -2.851 -1.036
H -0.594 -1.301 1.548
H 8.276 4.524 5.052
H 7.610 1.565 4.641
H 5.387 -1.769 1.648
H -7.014 -2.112 -0.308
H 8.986 -5.476 3.906
H 5.472 -3.873 0.042
H -0.082 -1.150 -2.299
H -5.815 4.430 -6.428
H -2.144 -2.321 -3.306

Charge distribution, Mulliken scheme, values in e:
1. Br -0.083
2. Br -0.062
3. Br -0.134
4. Br -0.161
5. Br -0.071
6. Br -0.156
7. Br -0.131
8. Br -0.120
9. Br -0.145
10. Br -0.112
11. Br -0.146
12. Br -0.121
13. Br -0.127
14. Br -0.129
15. S -0.335
16. P 0.054
17. O -0.635
18. N 0.485
19. C -0.309
20. C -0.566
21. C -1.906
22. C -1.915
23. C 0.404
24. C -0.448
25. C -0.029
26. C -2.301
27. C 2.450
28. C -0.047
29. C -0.576
30. C -1.136
31. C -0.572
32. C -0.443
33. C -1.810
34. C -0.298
35. C -1.551
36. C 2.050
37. C -0.606
38. C -0.427
39. C -0.564
40. C -0.623
41. C -0.576
42. H 0.409
43. H 0.489
44. H 0.575
45. H 0.396
46. H 0.360
47. H 0.290
48. H 0.360
49. H 0.571
50. H 0.308
51. H 0.394
52. H 0.423
53. H 0.366
54. H 0.483
55. H 0.182
56. H 0.419
57. H 0.350
58. H 0.087
59. H 0.137
60. H -0.102
61. H -0.222
62. H 0.102
63. H 0.312
64. H 0.378
65. H 0.366
66. H 0.219
67. H 0.444
68. H 0.366
69. H 0.348
70. H 0.397
71. H 0.353
72. H 0.106
73. H 0.382
74. H 0.052
75. H 0.337
76. H 0.576
77. H 0.124
78. H 0.383
79. H 0.513
80. H 0.387
81. H -0.208
82. H -0.191
83. H 0.375
84. H 0.374
85. H 0.391
86. H 0.011
87. H 0.374
88. H 0.385

=====

# 2
The following is a DFT calculation (the ωB97M-V functional and the def2-TZVPD basis) of a molecular structure, C23H47Br16ClN4P.

For the calculated total energy, the calculation gives -1173058.259 eV. As for the charge: +1. Its spin multiplicity is 1. The HOMO-LUMO gap is 8.417 eV. The value obtained for the LUMO energy is -2.37 eV. The value obtained for the maximum force is 4.5 eV/A. The energy above the lowest of the compared OMol25 structures with the same formula, charge and spin comes out at 37.0 kcal per mole.

Geometry (Å):
Br 2.794 2.750 -2.539
Br -2.294 6.324 3.041
Br 6.129 8.953 -0.405
Br -2.223 -4.689 0.662
Br 0.459 3.991 3.790
Br 3.568 4.749 1.050
Br -0.636 2.429 0.559
Br 9.222 7.374 -1.647
Br -0.098 6.438 8.086
Br 5.482 5.660 -1.970
Br -8.793 -7.261 -2.258
Br -0.468 3.948 -3.764
Br 1.467 7.444 4.895
Br -2.943 -0.310 -0.337
Br -6.149 -8.528 -0.025
Br -3.121 -8.021 1.939
Cl -3.364 -6.733 -4.057
P 2.161 -5.841 -1.918
N -1.399 -3.099 -1.542
N 0.422 -6.007 -1.848
N -1.755 -5.263 -1.716
N -0.173 -3.670 -1.583
C -4.513 -6.023 -2.832
C 1.768 6.821 7.675
C -7.926 -9.005 -2.216
C -2.311 4.658 4.049
C 7.989 9.380 -0.018
C 1.895 7.977 6.718
C 2.938 -5.843 -0.238
C -3.096 -6.312 2.870
C 5.387 4.280 0.537
C -1.067 4.507 4.883
C 2.384 3.974 -3.997
C -0.851 1.488 -1.128
C 8.851 9.244 -1.245
C -3.581 -5.206 1.972
C -4.474 -4.456 -2.953
C -7.672 -9.460 -0.803
C 1.238 4.883 -3.641
C -3.884 -3.783 -1.655
C -2.298 1.191 -1.411
C -2.378 -3.985 -1.624
C 2.667 -4.367 -2.932
C -0.450 -4.996 -1.717
C 6.083 5.434 -0.132
H -0.231 0.596 -1.073
H 3.328 -4.629 -3.772
H -4.173 -6.375 -1.845
H 8.301 8.732 0.797
H -4.132 -2.710 -1.752
H 3.081 -3.557 -2.304
H 2.203 5.901 7.294
H 8.400 9.675 -2.134
H -1.598 -2.101 -1.448
H 2.509 -6.632 0.409
H 1.744 -3.957 -3.399
H 1.164 5.703 -4.353
H 4.006 -6.107 -0.351
H -7.401 -10.514 -0.784
H -2.443 3.854 3.329
H -2.957 2.031 -1.206
H -3.768 -6.433 3.718
H 2.926 8.325 6.677
H -3.783 -4.305 2.551
H 2.192 3.367 -4.877
H 3.296 4.550 -4.148
H -0.786 5.417 5.406
H -7.018 -8.921 -2.806
H -3.888 -4.207 -3.853
H 1.244 8.811 6.966
H 0.718 -3.198 -1.530
H 2.223 7.065 8.633
H -3.192 4.720 4.686
H -2.083 -6.164 3.234
H 9.827 9.698 -1.079
H -0.446 2.162 -1.882
H -4.469 -5.475 1.404
H -2.429 0.876 -2.446
H -5.514 -6.441 -3.012
H 0.030 -6.934 -1.956
H 7.153 5.245 -0.207
H 5.320 3.396 -0.093
H -8.516 -9.294 -0.139
H -8.620 -9.680 -2.716
H 5.922 6.381 0.372
H 1.308 5.286 -2.634
H 2.844 -4.892 0.324
H 5.886 4.020 1.469
H -5.510 -4.129 -3.146
H 7.978 10.412 0.328
H -4.403 -4.247 -0.805
H -1.185 3.700 5.605

Charge distribution, Mulliken scheme, values in e:
1. Br -0.124
2. Br -0.128
3. Br -0.133
4. Br 0.117
5. Br -0.141
6. Br -0.098
7. Br -0.038
8. Br -0.143
9. Br -0.146
10. Br -0.070
11. Br -0.138
12. Br -0.164
13. Br -0.101
14. Br -0.229
15. Br -0.072
16. Br -0.150
17. Cl -0.223
18. P 0.018
19. N 0.451
20. N -0.175
21. N -0.401
22. N -0.120
23. C -0.001
24. C -0.589
25. C -0.613
26. C -0.583
27. C -0.583
28. C -0.554
29. C -0.907
30. C -0.643
31. C -0.647
32. C -0.294
33. C -0.558
34. C 0.196
35. C -0.547
36. C -0.604
37. C -1.036
38. C -0.599
39. C -0.538
40. C -0.290
41. C -0.577
42. C -0.003
43. C -0.906
44. C 0.327
45. C -0.428
46. H 0.224
47. H 0.337
48. H 0.106
49. H 0.379
50. H 0.257
51. H 0.302
52. H 0.358
53. H 0.371
54. H -0.059
55. H 0.319
56. H 0.299
57. H 0.374
58. H 0.326
59. H 0.342
60. H 0.316
61. H 0.492
62. H 0.387
63. H 0.334
64. H 0.411
65. H 0.398
66. H 0.256
67. H 0.062
68. H 0.354
69. H 0.505
70. H 0.356
71. H 0.247
72. H 0.359
73. H 0.371
74. H 0.404
75. H 0.337
76. H -0.400
77. H 0.335
78. H 0.359
79. H 0.175
80. H 0.278
81. H 0.290
82. H 0.355
83. H 0.372
84. H 0.364
85. H 0.211
86. H 0.346
87. H 0.313
88. H 0.391
89. H 0.371
90. H 0.340
91. H 0.204
92. H 0.360